Entry from the Open Molecules 2025 dataset: a single C27H44O3 molecule (ωB97M-V/def2-TZVPD).

```
74
Properties=species:S:1:pos:R:3:forces:R:3:lowdin_charge:R:1
C -4.185 -2.203 -0.668 -0.092 0.019 -0.002 0.097
C -4.931 -1.310 -0.022 0.103 -0.421 0.241 -0.238
C -4.872 0.136 -0.250 0.264 0.546 -0.182 -0.200
C -3.740 0.836 -0.446 -0.594 -0.036 0.055 -0.019
C -2.405 0.315 -0.324 0.630 -0.127 -0.002 -0.045
C -1.276 0.906 -0.736 -0.116 -0.203 -0.250 -0.190
C -1.196 2.198 -1.499 -0.162 0.189 0.190 -0.131
C -0.264 3.196 -0.802 0.101 -0.018 -0.179 -0.170
C 1.108 2.595 -0.493 -0.137 0.071 0.182 -0.139
C 0.975 1.298 0.311 0.228 0.082 -0.295 -0.408
C 0.351 1.571 1.681 0.045 -0.055 -0.223 -0.001
C 2.265 0.451 0.432 -0.044 0.031 0.333 -0.237
C 3.287 0.838 1.513 0.156 -0.016 -0.158 -0.333
C 3.839 2.251 1.325 -0.153 -0.172 0.142 -0.057
C 4.451 -0.169 1.578 -0.151 0.090 -0.166 -0.176
C 5.285 -0.281 0.304 0.079 -0.161 0.344 -0.192
C 6.443 -1.261 0.490 -0.001 0.342 -0.441 -0.147
C 7.454 -1.246 -0.674 -0.089 -0.715 0.238 -0.634
C 8.596 -2.222 -0.358 -0.217 0.293 -0.156 -0.036
C 6.797 -1.630 -2.000 0.219 0.280 0.306 -0.025
O 7.974 0.062 -0.856 0.124 0.294 -0.080 -0.023
C 1.737 -0.991 0.630 -0.004 -0.002 -0.050 -0.127
C 0.264 -1.006 0.187 -0.008 0.042 -0.189 -0.130
C 0.089 0.334 -0.518 -0.108 -0.157 0.344 -0.231
C -6.217 0.825 -0.243 -0.286 -0.046 -0.170 -0.088
C -7.341 -0.169 -0.560 -0.237 0.196 0.445 -0.375
O -7.219 -0.680 -1.868 0.175 -0.106 -0.406 -0.018
C -7.384 -1.291 0.491 0.137 0.072 -0.120 -0.066
C -5.983 -1.722 0.984 -0.326 -0.326 -0.277 -0.325
O -5.695 -1.196 2.265 0.155 0.261 0.325 -0.009
H -4.274 -3.257 -0.468 -0.065 -0.215 0.098 0.072
H -3.481 -1.911 -1.429 0.120 0.099 -0.146 0.077
H -3.841 1.896 -0.645 -0.091 0.100 -0.047 0.113
H -2.335 -0.647 0.165 0.125 -0.080 0.060 0.100
H -2.178 2.649 -1.633 -0.004 -0.012 -0.097 0.102
H -0.797 1.983 -2.496 -0.019 -0.015 -0.045 0.128
H -0.731 3.535 0.124 -0.031 0.078 0.018 0.111
H -0.136 4.072 -1.443 -0.043 0.040 0.067 0.112
H 1.695 3.335 0.049 0.096 0.012 -0.023 0.102
H 1.627 2.382 -1.431 0.084 -0.032 -0.049 0.126
H -0.706 1.802 1.582 -0.085 0.045 0.090 0.085
H 0.441 0.705 2.330 -0.024 -0.116 0.164 0.089
H 0.844 2.411 2.165 0.068 0.084 0.105 0.089
H 2.771 0.512 -0.537 -0.004 0.018 -0.076 0.141
H 2.791 0.797 2.489 -0.061 -0.028 -0.018 0.135
H 3.106 2.999 1.612 -0.053 0.136 -0.024 0.063
H 4.717 2.395 1.951 0.121 0.068 0.050 0.081
H 4.123 2.426 0.290 0.061 0.090 -0.138 0.084
H 5.106 0.135 2.400 0.022 -0.042 0.054 0.116
H 4.065 -1.159 1.829 0.006 -0.068 0.090 0.107
H 5.694 0.693 0.033 -0.034 0.026 -0.097 0.115
H 4.656 -0.626 -0.516 -0.057 0.049 -0.132 0.105
H 6.978 -1.003 1.410 0.057 -0.054 0.057 0.120
H 6.056 -2.275 0.610 0.015 -0.088 0.077 0.126
H 9.058 -1.977 0.597 0.042 0.009 0.117 0.081
H 9.356 -2.164 -1.134 0.068 -0.011 -0.074 0.084
H 8.222 -3.241 -0.309 -0.022 -0.157 0.047 0.084
H 6.266 -2.572 -1.902 -0.075 -0.122 -0.007 0.090
H 6.105 -0.852 -2.307 -0.136 0.050 -0.064 0.081
H 7.559 -1.726 -2.769 0.067 -0.032 -0.107 0.085
H 8.423 0.328 -0.046 0.017 -0.008 -0.015 0.099
H 2.327 -1.697 0.047 0.071 -0.083 0.064 0.113
H 1.816 -1.284 1.677 0.078 -0.058 0.048 0.112
H -0.394 -1.075 1.052 -0.073 -0.031 0.027 0.108
H 0.041 -1.844 -0.473 -0.090 -0.049 0.035 0.117
H 0.563 0.250 -1.505 0.064 0.063 -0.022 0.163
H -6.222 1.626 -0.986 -0.014 0.010 0.074 0.127
H -6.417 1.284 0.732 -0.045 0.027 0.025 0.127
H -8.304 0.355 -0.565 0.160 -0.049 0.075 0.145
H -6.363 -1.122 -1.942 -0.044 -0.029 -0.042 0.082
H -7.958 -0.964 1.360 0.014 -0.043 0.046 0.123
H -7.901 -2.144 0.049 -0.047 0.026 -0.012 0.123
H -5.960 -2.806 1.130 0.031 0.139 -0.117 0.146
H -5.535 -0.249 2.178 0.043 0.005 0.065 0.086
```
Forces are in eV/Å.

Summary:
SMILES	C=C1/C(=C\C=C2/CCC[C@]3(C)[C@@H]([C@H](C)CCCC(C)(C)O)CC[C@@H]23)C[C@@H](O)C[C@@H]1O
energy relative to the best compared isomer or geometry (same formula, charge and spin)	19.86	kJ/mol
Kohn-Sham gap	8.51	eV
E_HOMO	-8.017	eV
E_tot	-1280.91404	Eh
molar mass	416.65	Da
maximum force	0.015	Eh/bohr

***

Entry from the Open Molecules 2025 dataset: a molecular structure, C13H17BBeCl15F6N4O16P (ωB97M-V/def2-TZVPD).

```
74
Properties=species:S:1:pos:R:3:forces:R:3:lowdin_charge:R:1
Be -8.617 -15.145 11.584 -2.953 1.173 -3.065 0.286
P -6.157 -17.674 9.344 -1.006 -2.566 1.735 0.468
F -7.432 -15.244 12.144 2.534 -2.036 4.336 -0.187
F -6.190 -18.460 10.757 -0.145 0.515 -0.941 -0.130
F -7.767 -17.590 9.366 1.942 -0.021 -0.058 -0.092
F -5.570 -19.053 8.688 -0.813 2.805 0.648 -0.091
F -6.107 -16.904 8.007 0.289 -0.024 -0.618 -0.060
F -5.340 -16.542 10.065 -0.229 -0.654 -0.760 -0.052
O -10.887 -11.020 12.159 -0.506 -4.376 2.175 0.058
C -10.893 -12.098 12.779 1.941 0.783 0.590 -0.151
O -11.164 -12.289 14.130 -0.499 1.994 -2.584 0.231
B -10.668 -13.432 14.796 -0.193 -0.027 -0.622 -0.850
O -10.011 -14.184 13.492 0.967 -2.102 1.111 0.242
C -10.096 -13.599 12.424 -1.594 4.514 -3.268 -0.280
O -9.641 -13.857 11.246 -0.571 -0.680 3.937 0.073
O -11.647 -14.353 15.325 0.125 -0.106 -0.201 0.208
C -11.109 -15.005 16.352 0.995 -0.029 0.507 -0.334
O -11.545 -15.995 16.877 0.445 1.228 -0.245 0.091
C -9.720 -14.186 16.691 -0.499 -1.034 0.926 -0.296
O -9.659 -13.174 15.789 0.115 -1.111 0.278 0.245
O -8.963 -14.456 17.590 -1.040 0.776 -1.491 0.148
C -12.436 -18.757 17.875 0.361 0.169 0.112 -1.574
Cl -12.350 -20.066 19.026 -0.153 -0.497 0.287 0.553
Cl -14.104 -18.266 17.582 0.101 -0.065 -0.209 0.543
Cl -11.509 -19.155 16.429 -0.292 -0.063 -0.234 0.529
H -11.919 -17.937 18.331 0.006 0.494 0.026 -0.025
C -13.478 -9.569 11.529 -0.742 0.479 -0.991 -1.443
Cl -13.896 -11.110 10.741 0.534 0.038 0.449 0.515
Cl -14.972 -9.005 12.345 0.800 0.134 -0.147 0.507
Cl -12.981 -8.437 10.176 -0.268 -0.419 1.107 0.498
H -12.650 -9.629 12.246 -0.439 -0.153 -0.404 -0.012
C -14.931 -17.787 13.733 0.100 -0.335 0.149 -1.552
Cl -13.836 -16.492 14.192 0.001 0.022 -0.130 0.563
Cl -14.067 -19.349 13.686 -0.102 0.255 -0.217 0.487
Cl -15.797 -17.455 12.236 0.207 -0.018 -0.032 0.541
H -15.672 -17.898 14.506 -0.116 0.086 0.203 -0.001
C -13.427 -14.617 19.359 -0.150 0.345 0.118 -1.534
Cl -12.663 -13.022 19.117 -0.015 -0.346 0.067 0.547
Cl -15.158 -14.432 19.631 -0.067 0.057 0.061 0.539
Cl -12.679 -15.506 20.683 0.075 0.073 -0.176 0.543
H -13.321 -15.170 18.444 0.246 -0.238 -0.203 -0.031
C -9.241 -12.566 20.440 0.513 0.078 0.365 -1.540
Cl -9.683 -13.120 22.092 0.263 0.114 -0.725 0.498
Cl -7.482 -12.526 20.171 -0.147 -0.616 0.226 0.511
Cl -9.765 -10.920 20.181 -0.721 0.345 -0.066 0.514
H -9.702 -13.228 19.711 0.097 0.030 0.167 -0.031
C -10.075 -10.241 8.904 0.521 -0.384 0.714 0.024
N -10.232 -11.528 8.157 1.125 -0.719 -0.324 -0.415
O -11.307 -12.068 8.209 -0.078 0.077 -0.148 0.075
O -9.239 -12.009 7.570 -1.214 0.911 0.876 0.014
H -9.022 -10.034 8.983 0.311 0.174 -0.357 0.085
H -10.433 -10.377 9.928 -0.336 -0.192 -0.420 0.059
H -10.614 -9.444 8.422 -0.228 0.047 -0.281 0.087
C -8.693 -9.225 12.752 0.699 -0.424 -0.850 0.037
N -9.764 -8.406 12.177 0.377 0.411 -1.378 -0.461
O -9.597 -7.993 11.030 -0.120 -0.452 0.572 0.031
O -10.661 -8.087 12.896 -1.086 0.221 0.627 0.083
H -9.072 -9.885 13.523 0.072 0.600 0.422 0.094
H -7.975 -8.439 12.987 0.246 -0.503 0.708 0.115
H -8.267 -9.848 11.963 -0.092 0.236 -0.027 0.095
C -5.865 -13.312 9.147 -0.759 -0.047 0.506 0.102
N -6.733 -13.695 10.326 -1.138 0.845 0.536 -0.332
O -7.503 -14.639 10.118 0.451 0.382 -2.186 0.003
O -6.838 -12.966 11.303 0.839 -0.665 -1.576 0.111
H -6.636 -12.847 8.542 0.165 0.524 -0.336 0.099
H -5.549 -14.189 8.592 0.190 -0.174 0.431 0.090
H -5.085 -12.630 9.469 -0.095 -0.138 -0.003 0.108
C -10.111 -18.668 11.288 0.668 -0.529 -2.016 0.074
N -10.727 -17.485 10.704 -0.961 2.522 1.313 -0.356
O -10.301 -16.395 11.202 0.205 -0.666 -0.874 0.027
O -11.666 -17.513 9.957 1.016 -0.375 0.354 0.173
H -10.540 -19.504 10.751 0.367 -0.287 -0.076 0.114
H -10.361 -18.740 12.308 -0.248 0.288 1.265 0.099
H -9.044 -18.479 11.110 -0.296 -0.672 0.332 0.094
```
Forces are in eV/Å.

Summary:
Kohn-Sham gap	8.97	eV
E_HOMO	-10.616	eV
E_tot	-9811.50666	Eh
molar mass	1181.87	Da
maximum force	0.113	Eh/bohr

***

Entry from the Open Molecules 2025 dataset: a molecular structure, C3H2O2Pd (ωB97M-V/def2-TZVPD).

```
8
Properties=species:S:1:pos:R:3:forces:R:3:lowdin_charge:R:1
O -1.243 -0.101 -0.248 -1.079 -2.379 -1.143 0.149
O 0.640 0.735 0.275 2.325 -1.952 -0.103 0.153
C -0.396 -1.157 -0.335 0.194 2.965 1.030 0.266
C 0.853 -0.650 0.031 -1.347 -0.516 1.251 0.101
C -0.618 0.980 0.237 0.558 -2.547 -1.372 -0.364
H 1.507 -1.139 0.756 1.148 -0.245 -1.072 0.218
Pd -1.386 2.519 0.577 -2.092 4.046 0.956 1.129
H 0.642 -1.186 -1.293 0.294 0.628 0.453 0.347
```
Forces are in eV/Å.

Summary:
charge	+2
energy relative to the best compared isomer or geometry (same formula, charge and spin)	276.17	kJ/mol
multiplicity	3
Kohn-Sham gap (alpha / beta)	8.76 / 6.62	eV
E_HOMO (alpha / beta)	-20.202 / -21.099	eV
E_tot	-392.82935	Eh
molar mass	176.47	Da
maximum force	0.091	Eh/bohr

***

Entry from the Open Molecules 2025 dataset: 2 unconnected molecules or ions with the total composition C3H6N2 (ωB97M-V/def2-TZVPD).

```
11
Properties=species:S:1:pos:R:3:forces:R:3:lowdin_charge:R:1
H -2.026 -0.389 0.360 -0.307 -0.097 -0.138 0.077
N -1.052 -0.664 0.329 -0.405 -0.158 -0.004 0.124
C -0.348 0.245 -0.196 -0.381 -0.306 1.787 -0.496
C 1.089 0.128 -0.435 -0.111 -0.390 -1.820 -0.038
C -0.988 1.427 -0.676 -0.906 1.650 -0.286 -0.171
N -1.594 2.362 -0.970 0.388 -0.425 -0.008 0.177
H 1.686 1.039 -0.317 -0.347 -0.249 -0.122 0.098
H 1.559 -0.768 -0.036 -0.241 0.198 0.079 0.062
H 0.813 -0.051 -1.512 1.870 0.083 0.028 0.121
H 0.786 -1.725 1.922 -0.105 -0.129 0.222 0.034
H 0.084 -1.622 1.669 0.544 -0.178 0.260 0.013
```
Forces are in eV/Å.

Summary:
SMILES	[H]/N=C(/C)C#N.[H][H]
energy relative to the best compared isomer or geometry (same formula, charge and spin)	238.24	kJ/mol
Kohn-Sham gap	11.05	eV
E_HOMO	-10.807	eV
E_tot	-227.33409	Eh
molar mass	70.09	Da
maximum force	0.037	Eh/bohr

***

Entry from the Open Molecules 2025 dataset: 2 unconnected molecules or ions with the total composition C4H12 (ωB97M-V/def2-TZVPD).

```
16
Properties=species:S:1:pos:R:3:forces:R:3:lowdin_charge:R:1
C -2.060 -1.415 -0.511 1.631 3.490 0.949 -0.176
C -1.522 -1.350 0.896 -0.237 -1.714 2.187 -0.196
H -1.378 -1.901 -1.147 1.278 0.197 -1.273 0.043
H -2.852 -2.049 -0.579 -2.938 -1.217 0.076 0.023
H -2.301 -0.301 -0.700 0.245 -2.056 -0.876 0.104
H -2.245 -0.757 1.470 0.910 0.865 0.028 0.058
H -0.413 -1.129 1.039 -1.711 0.167 -0.225 0.077
H -1.751 -2.295 1.474 0.843 0.282 -0.869 0.070
C 2.178 0.694 -0.077 0.081 1.142 1.415 -0.194
C 1.408 1.996 -0.354 0.926 2.034 -2.435 -0.210
H 1.808 -0.067 -0.749 0.439 -0.525 0.085 0.047
H 3.273 0.932 -0.172 -1.028 -0.707 -0.136 0.072
H 2.016 0.448 1.021 0.105 -0.269 -1.454 0.072
H 1.997 2.608 -1.170 -0.425 -0.748 1.892 0.081
H 0.492 1.982 -1.024 0.310 -0.671 1.772 0.065
H 1.349 2.603 0.583 -0.429 -0.272 -1.134 0.065
```
Forces are in eV/Å.

Summary:
SMILES	CC.CC
energy relative to the best compared isomer or geometry (same formula, charge and spin)	130.64	kJ/mol
Kohn-Sham gap	12.15	eV
E_HOMO	-11.045	eV
E_tot	-159.53522	Eh
molar mass	60.14	Da
maximum force	0.077	Eh/bohr